Formula: C60H80N9O4
Source: the OMol25 dataset
Level of theory: the ωB97M-V functional and the def2-TZVPD basis

Atoms and positions in Å:
1 C 3.194 -0.327 -9.706
2 C 3.036 0.836 -8.703
3 C 3.502 0.383 -7.349
4 N 3.388 1.409 -6.265
5 C 4.340 2.548 -6.339
6 C 1.985 1.894 -6.075
7 C 1.213 0.752 -5.374
8 C 2.262 -0.304 -4.989
9 C 3.526 0.547 -4.979
10 H 3.020 -0.006 -10.720
11 H 2.492 -1.139 -9.470
12 H 4.189 -0.718 -9.654
13 H 1.980 1.090 -8.681
14 H 3.554 1.731 -9.056
15 H 4.489 -0.012 -7.367
16 H 2.814 -0.369 -7.062
17 H 4.062 3.079 -7.237
18 H 5.364 2.217 -6.399
19 H 4.243 3.205 -5.453
20 H 2.146 2.818 -5.473
21 H 1.542 2.310 -7.000
22 H 0.842 1.170 -4.462
23 H 0.456 0.324 -6.009
24 H 2.040 -0.689 -4.006
25 H 2.405 -1.130 -5.692
26 H 3.603 1.275 -4.197
27 H 4.447 -0.013 -5.042
28 C -1.648 -8.422 -5.540
29 N -1.674 -7.146 -4.602
30 C -2.728 -6.325 -4.775
31 C -3.058 -5.392 -3.793
32 C -2.191 -5.244 -2.705
33 C -1.034 -6.024 -2.615
34 C -0.809 -6.975 -3.571
35 C -2.563 -4.337 -1.555
36 C -3.892 -4.296 -1.038
37 C -4.146 -3.475 0.049
38 N -3.238 -2.676 0.542
39 C -1.984 -2.620 0.068
40 C -1.626 -3.474 -0.942
41 C -3.569 -1.940 1.825
42 H -0.866 -9.006 -5.061
43 H -1.338 -8.043 -6.505
44 H -2.639 -8.869 -5.415
45 H -3.326 -6.573 -5.635
46 H -3.969 -4.783 -3.879
47 H -0.417 -5.950 -1.697
48 H -0.001 -7.682 -3.410
49 H -4.699 -4.918 -1.454
50 H -5.094 -3.562 0.564
51 H -1.428 -1.812 0.533
52 H -0.573 -3.466 -1.249
53 H -2.855 -1.103 1.991
54 H -3.615 -2.614 2.716
55 H -4.532 -1.495 1.710
56 C -4.007 11.642 -2.300
57 N -3.767 10.248 -1.843
58 C -3.584 9.293 -2.825
59 C -3.450 7.981 -2.432
60 C -3.639 7.514 -1.175
61 C -3.800 8.522 -0.193
62 C -3.857 9.875 -0.550
63 C -3.751 6.051 -0.971
64 C -2.765 5.178 -0.543
65 C -3.111 3.819 -0.335
66 N -4.343 3.390 -0.572
67 C -5.256 4.206 -1.131
68 C -4.981 5.511 -1.339
69 C -4.688 2.045 -0.101
70 H -3.128 12.001 -2.858
71 H -4.150 12.289 -1.437
72 H -4.863 11.622 -2.950
73 H -3.412 9.648 -3.823
74 H -3.345 7.186 -3.190
75 H -3.834 8.274 0.891
76 H -3.972 10.676 0.189
77 H -1.725 5.422 -0.340
78 H -2.449 3.082 0.065
79 H -6.200 3.745 -1.369
80 H -5.669 6.218 -1.785
81 H -3.826 1.378 -0.026
82 H -5.408 1.663 -0.854
83 H -5.204 2.101 0.851
84 C 6.699 2.552 1.469
85 N 6.144 1.254 1.860
86 C 6.975 0.162 1.791
87 C 6.463 -1.071 2.021
88 C 5.121 -1.270 2.315
89 C 4.287 -0.198 2.321
90 C 4.836 1.079 2.113
91 C 4.630 -2.585 2.735
92 C 5.470 -3.415 3.537
93 C 5.098 -4.736 3.654
94 N 3.952 -5.237 3.152
95 C 3.072 -4.396 2.553
96 C 3.394 -3.079 2.337
97 C 3.701 -6.738 3.277
98 H 5.885 3.148 1.079
99 H 7.512 2.427 0.784
100 H 7.140 3.046 2.356
101 H 8.034 0.355 1.644
102 H 7.200 -1.874 2.003
103 H 3.214 -0.321 2.560
104 H 4.250 1.944 2.254
105 H 6.400 -3.102 4.044
106 H 5.699 -5.509 4.189
107 H 2.140 -4.758 2.186
108 H 2.677 -2.392 1.873
109 H 3.360 -6.952 4.284
110 H 4.647 -7.305 3.066
111 H 2.992 -7.091 2.498
112 C -0.729 3.725 6.748
113 N -1.287 2.337 6.679
114 C -1.785 1.817 7.775
115 C -2.338 0.559 7.839
116 C -2.405 -0.171 6.622
117 C -1.895 0.402 5.456
118 C -1.320 1.696 5.533
119 C -2.845 -1.577 6.663
120 C -4.176 -1.925 6.998
121 C -4.443 -3.196 7.417
122 N -3.435 -4.068 7.459
123 C -2.200 -3.797 7.034
124 C -1.866 -2.546 6.632
125 C -3.670 -5.484 8.112
126 H -1.291 4.394 7.417
127 H -0.460 4.096 5.742
128 H 0.224 3.598 7.255
129 H -1.794 2.447 8.653
130 H -2.738 0.181 8.741
131 H -1.796 -0.119 4.515
132 H -1.065 2.270 4.643
133 H -4.978 -1.189 6.985
134 H -5.412 -3.515 7.807
135 H -1.508 -4.617 7.031
136 H -0.828 -2.333 6.419
137 H -2.704 -5.928 8.336
138 H -4.247 -6.044 7.397
139 H -4.155 -5.295 9.096
140 C 3.896 -0.326 -1.391
141 C 3.133 0.694 -0.696
142 O 1.975 0.934 -1.048
143 O 3.734 1.379 0.160
144 H 4.731 -0.740 -0.785
145 H 4.383 0.205 -2.227
146 H 3.214 -1.117 -1.744
147 C 0.801 1.025 1.506
148 C -0.216 0.016 2.020
149 O -1.426 0.161 1.611
150 O 0.190 -0.955 2.727
151 H 1.613 1.211 2.207
152 H 0.414 1.992 1.246
153 H 1.276 0.626 0.599

Properties
**Net charge**: +7
**HOMO-LUMO gap**: 5.45 eV
**Molecular weight**: 991.4 g/mol
**LUMO energy**: -0.5014 Ha
**E_HOMO**: -19.1 eV